Entry 1:
{"formula": "C4H8O2", "method": "ωB97M-V/def2-TZVPD", "symbols": ["O", "C", "C", "C", "C", "O", "H", "H", "H", "H", "H", "H", "H", "H"], "coordinates": [[0.964, -1.632, -1.023], [1.354, 0.312, -0.644], [0.506, 0.825, 0.397], [-0.956, 1.002, 0.086], [-0.908, -0.144, 0.968], [-1.165, -1.426, 0.622], [0.946, -2.444, -0.469], [0.945, 0.157, -1.619], [2.364, 0.788, -0.696], [0.951, 1.492, 1.144], [-1.187, 0.762, -0.945], [-1.411, 1.905, 0.474], [-1.080, 0.018, 2.041], [-1.323, -1.614, -0.335]], "orbital_gap_ev": [8.751, 8.752], "spin_multiplicity": 1, "lumo_energy_ha": [0.007, 0.007], "e_above_lowest_kcal_mol": 124.55, "energy_ha": -307.51394, "charge": 0}

Entry 2:
{"formula": "C3H8P2", "method": "ωB97M-V/def2-TZVPD", "symbols": ["C", "P", "P", "C", "C", "H", "H", "H", "H", "H", "H", "H", "H"], "coordinates": [[-2.597, 0.384, -0.414], [-1.228, -0.566, 0.402], [0.467, 0.800, -0.128], [2.145, 0.099, 0.633], [2.086, -0.742, -0.555], [-2.784, 0.422, -1.529], [-2.534, 1.368, -0.073], [-3.433, -0.172, -0.066], [-1.625, 0.018, 1.621], [2.219, -0.262, 1.668], [2.909, 0.951, 0.421], [2.619, -0.397, -1.388], [1.755, -1.902, -0.592]], "orbital_gap_ev": 8.744, "spin_multiplicity": 1, "lumo_energy_ha": 0.022, "e_above_lowest_kcal_mol": 27.36, "energy_ha": -801.70775, "smiles": "C[PH]#P1CC1", "charge": 0}

Entry 3:
{"formula": "C3H3BrO2", "method": "ωB97M-V/def2-TZVPD", "symbols": ["O", "C", "C", "Br", "C", "O", "H", "H", "H"], "coordinates": [[-0.308, -2.188, 0.685], [0.399, -1.375, 0.070], [0.319, 0.151, 0.231], [2.151, 0.888, 0.129], [-0.790, 0.968, -0.292], [-0.685, 0.673, 1.041], [1.315, -1.586, -0.543], [-0.688, 1.995, -0.697], [-1.713, 0.473, -0.624]], "orbital_gap_ev": 10.486, "spin_multiplicity": 1, "lumo_energy_ha": -0.003, "e_above_lowest_kcal_mol": 36.80, "energy_ha": -2840.52668, "smiles": "O=C[C@@]1(Br)CO1", "charge": 0}

Entry 4:
{"formula": "C6H10ClN", "method": "ωB97M-V/def2-TZVPD", "symbols": ["Cl", "C", "C", "N", "C", "C", "C", "C", "H", "H", "H", "H", "H", "H", "H", "H", "H", "H"], "coordinates": [[-3.664, -0.027, -0.294], [-1.916, -0.021, -0.485], [-1.224, 0.056, 0.903], [0.207, 0.063, 0.918], [0.871, 1.187, 0.270], [1.647, 0.604, -0.885], [1.705, -0.703, -0.744], [0.863, -1.140, 0.390], [-1.614, 0.876, -1.063], [-1.679, -0.910, -1.105], [-1.617, -0.805, 1.505], [-1.506, 0.963, 1.454], [1.566, 1.602, 1.020], [0.183, 1.955, -0.056], [2.136, 1.206, -1.637], [2.210, -1.415, -1.431], [0.231, -1.988, 0.129], [1.601, -1.505, 1.109]], "orbital_gap_ev": 9.501, "spin_multiplicity": 1, "lumo_energy_ha": 0.036, "e_above_lowest_kcal_mol": 20.53, "energy_ha": -749.52374, "smiles": "ClCCN1CC=CC1", "charge": 0}

Entry 5:
{"formula": "H80O40", "method": "ωB97M-V/def2-TZVPD", "symbols": ["H", "H", "O", "H", "H", "O", "H", "H", "O", "H", "H", "O", "H", "H", "O", "H", "O", "H", "O", "H", "H", "O", "H", "H", "O", "H", "H", "O", "H", "H", "O", "H", "O", "H", "H", "O", "H", "H", "O", "H", "H", "O", "H", "H", "O", "H", "H", "O", "H", "H", "O", "H", "O", "H", "H", "O", "H", "O", "H", "H", "O", "H", "H", "O", "H", "H", "O", "H", "H", "O", "H", "H", "O", "H", "H", "O", "H", "H", "O", "H", "H", "O", "H", "H", "O", "H", "H", "O", "H", "O", "H", "H", "O", "H", "H", "H", "H", "H", "H", "O", "H", "H", "O", "H", "H", "O", "H", "H", "O", "H", "H", "O", "H", "H", "O", "H", "H", "O", "H", "H"], "coordinates": [[-5.313, -1.908, -0.963], [-6.362, -0.880, -1.499], [-5.582, -1.276, -1.619], [1.538, -6.242, -1.962], [1.079, -6.154, -0.520], [1.302, -5.585, -1.347], [3.140, -3.144, 3.865], [1.619, -2.990, 3.759], [2.395, -2.760, 4.341], [-4.355, 0.580, -2.129], [-3.867, 1.693, -2.948], [-3.724, 1.237, -2.142], [1.111, 1.404, -0.189], [1.796, 0.190, -0.706], [2.067, 1.146, -0.621], [1.640, -1.212, 2.894], [1.838, -0.286, 3.185], [-1.335, 1.065, 3.200], [-2.357, 1.074, 3.203], [1.009, -5.346, -3.976], [0.541, -4.064, -4.698], [1.398, -4.479, -4.262], [5.999, -2.958, 1.837], [4.680, -2.032, 2.116], [5.354, -2.618, 2.454], [-3.043, -0.106, 1.342], [-2.995, 0.298, -0.144], [-2.814, -0.392, 0.511], [-6.445, 1.219, -0.565], [-5.765, 2.087, -1.641], [-6.465, 2.037, -0.904], [-1.568, 4.394, -2.436], [-2.009, 4.229, -3.323], [-1.630, -6.000, -1.792], [-2.677, -4.870, -2.278], [-2.460, -5.804, -2.255], [-2.725, -3.718, 3.578], [-1.514, -4.072, 2.885], [-1.692, -3.686, 3.719], [4.642, 4.388, -0.748], [3.830, 4.896, -2.116], [4.040, 4.994, -1.096], [1.839, 2.618, 3.955], [2.817, 1.744, 4.304], [2.800, 2.633, 4.016], [1.424, 4.000, -5.410], [1.192, 2.568, -5.751], [1.833, 3.216, -5.614], [0.353, 3.236, -0.762], [-0.360, 2.160, -0.311], [-0.597, 2.882, -0.990], [4.715, 1.412, 0.592], [4.233, 0.554, 1.127], [-5.579, -4.075, -0.716], [-4.955, -3.710, -2.212], [-4.827, -3.655, -1.237], [-0.348, -4.678, 0.123], [0.304, -4.462, 0.718], [-1.317, 6.554, -0.444], [-0.875, 5.064, -0.319], [-0.916, 5.863, 0.099], [-0.553, 2.856, 6.017], [-0.674, 3.903, 4.818], [-0.405, 2.933, 4.987], [3.640, 2.657, -3.124], [2.925, 3.424, -4.200], [3.221, 3.404, -3.269], [0.070, 2.715, 1.906], [1.461, 2.027, 2.055], [0.594, 1.905, 1.510], [1.183, 4.606, -2.798], [0.651, 5.732, -1.961], [1.309, 5.477, -2.750], [2.029, -3.670, -0.426], [3.281, -3.145, 0.277], [2.318, -2.919, 0.138], [-0.876, 0.036, -1.718], [-2.113, 0.354, -2.267], [-1.187, 0.180, -2.638], [4.570, 2.371, -0.196], [3.405, 3.282, -0.005], [4.259, 2.986, 0.363], [3.113, -3.739, -3.383], [4.367, -3.069, -3.052], [3.731, -3.831, -2.713], [-6.681, -0.279, 0.941], [-5.238, -0.741, 1.177], [-6.164, -1.131, 0.914], [0.437, 0.622, -3.387], [0.752, 0.825, -4.293], [1.216, 3.950, 2.424], [0.138, 5.021, 2.189], [0.356, 4.278, 2.701], [3.680, 0.481, 0.470], [1.829, -0.373, 4.206], [0.578, -5.152, 1.366], [-2.474, 1.894, 2.607], [-1.689, 3.366, -3.474], [1.353, 1.606, -3.826], [0.838, -0.877, -0.191], [0.308, -0.280, 0.394], [1.426, -1.319, 0.426], [-1.644, -1.567, 5.678], [-1.012, -1.548, 6.396], [-1.874, -2.556, 5.552], [-0.480, -2.641, -2.985], [0.027, -3.305, -2.582], [-0.298, -1.837, -3.206], [0.056, -2.407, 2.859], [0.322, -3.293, 2.326], [0.067, -2.733, 3.729], [-2.473, -2.974, 0.554], [-3.385, -3.097, 0.122], [-2.194, -2.031, 0.719], [5.811, -1.148, -0.220], [6.602, -0.855, -0.620], [5.414, -0.544, 0.410], [-4.032, 3.801, 1.558], [-3.328, 4.359, 1.347], [-4.626, 3.730, 0.973]], "orbital_gap_ev": 9.776, "spin_multiplicity": 1, "lumo_energy_ha": -0.017, "e_above_lowest_kcal_mol": 380.15, "energy_ha": -3057.15153, "charge": 0}